Density functional theory data (the ωB97M-V functional and the def2-TZVPD basis) for a cluster of 2 separate species, C9H14 in total at a distorted geometry.

Geometry (Å):
C 0.6043 -1.1806 -2.1326
C -0.1381 -1.3078 -0.8211
C -1.2654 -0.5352 -0.5693
C -1.8012 -0.3664 0.6923
C -1.2381 -1.1275 1.7083
C -0.1642 -1.9748 1.4675
C 0.4344 -2.0282 0.2231
H -0.0111 -1.4011 -3.0017
H 1.4971 -1.8010 -2.1248
H 0.9058 -0.1339 -2.2442
H -1.5820 0.0784 -1.4012
H -2.6552 0.2692 0.8912
H -1.6167 -1.0814 2.7250
H 0.1316 -2.5289 2.3495
H 1.3313 -2.6014 0.0411
C 0.9578 1.6918 0.7650
C 0.4388 2.7797 -0.1984
H 0.9675 2.0837 1.7798
H 0.3894 0.7645 0.7902
H 1.9512 1.3713 0.4567
H 1.0090 2.7136 -1.1211
H 0.4119 3.7560 0.2760
H -0.5580 2.5598 -0.5512

Its LUMO energy is 1.05 eV. Its energy above the lowest of the compared OMol25 structures with the same formula, charge and spin is 41.3 kJ/mol. For the orbital gap, the calculation gives 10.129 eV. Its total charge is 0.

Quick look at the Löwdin charges, all values in e:
1. C -0.043
2. C -0.289
3. C -0.085
4. C -0.095
5. C -0.109
6. C -0.090
7. C -0.054
8. H 0.078
9. H 0.073
10. H 0.077
11. H 0.112
12. H 0.108
13. H 0.101
14. H 0.101
15. H 0.107
16. C -0.147
17. C -0.147
18. H 0.064
19. H 0.016
20. H 0.064
21. H 0.056
22. H 0.059
23. H 0.043

Density functional theory data (the ωB97M-V functional and the def2-TZVPD basis) for a cluster of 2 separate species, C9H14 in total at a distorted geometry.

Geometry (Å):
C -0.5395 -1.1054 -3.3941
C -0.3449 -0.3334 -2.1139
C -1.3179 -0.3730 -1.1249
C -1.1617 0.3616 0.0447
C 0.0110 1.0609 0.2572
C 0.9948 1.0599 -0.7151
C 0.8508 0.3489 -1.8986
H -1.0464 -2.0624 -3.2608
H 0.4190 -1.2900 -3.8939
H -1.1814 -0.6092 -4.1373
H -2.2156 -0.9668 -1.2756
H -1.9441 0.4346 0.7841
H 0.2212 1.5895 1.1690
H 1.8907 1.6325 -0.5025
H 1.6227 0.4215 -2.6514
C 0.5558 0.4626 3.5670
C 0.6221 -1.0370 3.8070
H 1.3743 0.8215 2.9420
H -0.4326 0.5958 3.1505
H 0.6399 1.1446 4.4214
H 1.3196 -1.5427 3.1237
H -0.2951 -1.5893 3.6585
H 1.0141 -1.3765 4.7626

Its LUMO energy is 1.05 eV. Its energy above the lowest of the compared OMol25 structures with the same formula, charge and spin is 48.3 kJ/mol. For the orbital gap, the calculation gives 10.069 eV. Its total charge is 0.

Quick look at the Löwdin charges, all values in e:
1. C -0.063
2. C -0.284
3. C -0.054
4. C -0.084
5. C -0.112
6. C -0.089
7. C -0.050
8. H 0.074
9. H 0.074
10. H 0.082
11. H 0.112
12. H 0.099
13. H 0.075
14. H 0.102
15. H 0.108
16. C -0.171
17. C -0.169
18. H 0.058
19. H 0.047
20. H 0.067
21. H 0.065
22. H 0.055
23. H 0.056

Density functional theory data (the ωB97M-V functional and the def2-TZVPD basis) for a cluster of 2 separate species, C9H14 in total at a distorted geometry.

Geometry (Å):
C -1.2442 -0.0159 0.8515
C -0.9965 1.1693 -0.0181
C 0.3095 1.7011 -0.0788
C 0.5354 2.8071 -0.8390
C -0.5151 3.3461 -1.5693
C -1.8192 2.8927 -1.5659
C -2.0244 1.7443 -0.7531
H -2.2550 -0.4364 0.8018
H -1.1804 0.0214 1.9451
H -0.4796 -0.7430 0.5510
H 1.1145 1.1943 0.4431
H 1.4793 3.3207 -0.9689
H -0.2689 4.1801 -2.2171
H -2.6354 3.2846 -2.1434
H -2.9945 1.3060 -0.5448
C 2.1380 -2.6865 1.0248
C 1.1047 -3.7295 0.5582
H 1.7162 -1.7265 0.7349
H 2.4719 -2.7738 2.0536
H 3.0709 -2.7712 0.4574
H 1.1535 -4.6346 1.1578
H 1.2338 -4.1001 -0.4516
H 0.0856 -3.3504 0.5709

Its LUMO energy is 1.02 eV. Its energy above the lowest of the compared OMol25 structures with the same formula, charge and spin is 66.7 kJ/mol. For the orbital gap, the calculation gives 9.970 eV. Its total charge is 0.

Quick look at the Löwdin charges, all values in e:
1. C -0.065
2. C -0.284
3. C -0.053
4. C -0.098
5. C -0.120
6. C -0.062
7. C -0.048
8. H 0.077
9. H 0.084
10. H 0.061
11. H 0.110
12. H 0.104
13. H 0.097
14. H 0.096
15. H 0.103
16. C -0.154
17. C -0.166
18. H 0.036
19. H 0.060
20. H 0.060
21. H 0.056
22. H 0.056
23. H 0.048

Density functional theory data (the ωB97M-V functional and the def2-TZVPD basis) for a cluster of 2 separate species, C9H14 in total at a distorted geometry.

Geometry (Å):
C -0.1466 0.8059 -2.5180
C -0.6383 0.8442 -1.0776
C -1.6810 0.0024 -0.8109
C -2.2588 -0.1158 0.4901
C -1.7534 0.6498 1.5418
C -0.7517 1.6193 1.2348
C -0.1586 1.5752 -0.0061
H -0.4567 1.8237 -3.0561
H -0.6533 -0.0998 -2.9917
H 1.0205 0.5288 -2.4711
H -2.1595 -0.5405 -1.5916
H -3.1308 -0.8443 0.7586
H -1.9970 0.5363 2.5534
H -0.6293 2.4703 2.0331
H 0.5770 2.3770 -0.1931
C 2.0011 -1.4877 -0.0165
C 1.7806 -1.4339 1.5455
H 0.9841 -1.1263 -0.4561
H 2.8201 -0.9455 -0.4395
H 2.2480 -2.5212 -0.2981
H 1.9552 -2.3428 2.1081
H 2.2996 -0.6227 1.9166
H 0.7289 -1.1521 1.7445

Its LUMO energy is 1.05 eV. Its energy above the lowest of the compared OMol25 structures with the same formula, charge and spin is 166.1 kJ/mol. For the orbital gap, the calculation gives 10.131 eV. Its total charge is 0.

Quick look at the Löwdin charges, all values in e:
1. C -0.066
2. C -0.354
3. C -0.086
4. C -0.073
5. C -0.113
6. C -0.094
7. C -0.093
8. H 0.117
9. H 0.078
10. H 0.113
11. H 0.092
12. H 0.132
13. H 0.075
14. H 0.140
15. H 0.118
16. C -0.139
17. C -0.141
18. H 0.070
19. H 0.040
20. H 0.054
21. H 0.056
22. H 0.023
23. H 0.051

Density functional theory data (the ωB97M-V functional and the def2-TZVPD basis) for a cluster of 2 separate species, C9H14 in total at a distorted geometry.

Geometry (Å):
C -0.8809 -1.2138 -1.9426
C -1.2243 0.0084 -1.1319
C -2.3613 0.1463 -0.3406
C -2.4401 1.2156 0.5480
C -1.4877 2.2302 0.5159
C -0.4227 2.1633 -0.3661
C -0.3655 1.0986 -1.2562
H -1.6832 -1.9422 -2.0281
H -0.0496 -1.6965 -1.4345
H -0.5742 -0.9388 -2.9499
H -3.1858 -0.5419 -0.4621
H -3.2341 1.1923 1.2796
H -1.5730 2.9577 1.3131
H 0.3434 2.9304 -0.3293
H 0.3731 1.0107 -2.0477
C 2.3897 -0.8207 2.0551
C 2.2962 -1.3216 0.6112
H 3.0880 0.0060 2.0740
H 1.4272 -0.5438 2.4784
H 2.7914 -1.6144 2.6887
H 3.2767 -1.6887 0.3213
H 1.5611 -2.1023 0.4549
H 1.9357 -0.5345 -0.0512

Its LUMO energy is 1.02 eV. Its energy above the lowest of the compared OMol25 structures with the same formula, charge and spin is 40.6 kJ/mol. For the orbital gap, the calculation gives 10.010 eV. Its total charge is 0.

Quick look at the Löwdin charges, all values in e:
1. C -0.047
2. C -0.286
3. C -0.051
4. C -0.092
5. C -0.106
6. C -0.086
7. C -0.071
8. H 0.076
9. H 0.064
10. H 0.079
11. H 0.106
12. H 0.098
13. H 0.098
14. H 0.102
15. H 0.111
16. C -0.163
17. C -0.169
18. H 0.058
19. H 0.060
20. H 0.060
21. H 0.063
22. H 0.051
23. H 0.046

Density functional theory data (the ωB97M-V functional and the def2-TZVPD basis) for a cluster of 2 separate species, C9H14 in total at a distorted geometry.

Geometry (Å):
C -2.8506 1.4789 0.7856
C -1.5344 0.7038 0.9367
C -0.8722 0.6688 2.1527
C 0.2567 -0.1870 2.2130
C 0.3898 -1.2236 1.2618
C -0.3671 -1.1930 0.0158
C -1.1264 -0.1189 -0.1663
H -3.2973 1.4205 -0.2126
H -2.6172 2.6339 0.7437
H -3.5874 1.1838 1.5190
H -0.9748 1.4007 2.9421
H 0.9066 -0.1576 3.0687
H 0.9381 -2.1683 1.3919
H -0.4641 -2.1047 -0.6648
H -1.5921 -0.0161 -1.1161
C 1.8110 -0.5529 -2.5168
C 2.3930 -0.0363 -1.1902
H 2.5197 -0.7596 -3.2701
H 1.3071 -1.5938 -2.2949
H 0.9802 0.0061 -2.9222
H 2.9415 0.9275 -1.2954
H 3.1414 -0.7908 -0.8188
H 1.6986 0.4786 -0.5627

Its LUMO energy is 0.99 eV. Its energy above the lowest of the compared OMol25 structures with the same formula, charge and spin is 188.9 kJ/mol. For the orbital gap, the calculation gives 9.629 eV. Its total charge is 0.

Quick look at the Löwdin charges, all values in e:
1. C -0.064
2. C -0.260
3. C -0.056
4. C -0.084
5. C -0.084
6. C -0.128
7. C -0.096
8. H 0.060
9. H 0.112
10. H 0.068
11. H 0.109
12. H 0.089
13. H 0.100
14. H 0.133
15. H 0.099
16. C -0.169
17. C -0.178
18. H 0.034
19. H 0.083
20. H 0.050
21. H 0.064
22. H 0.088
23. H 0.030

Density functional theory data (the ωB97M-V functional and the def2-TZVPD basis) for a cluster of 2 separate species, C9H14 in total at a distorted geometry.

Geometry (Å):
C 0.8868 -2.1747 -0.9046
C 0.7126 -0.6993 -0.8305
C 1.7321 0.0012 -0.1564
C 1.7588 1.4450 -0.2150
C 0.8045 2.2379 -0.8632
C -0.2503 1.4758 -1.3839
C -0.3034 0.0630 -1.3672
H 1.7286 -2.5448 -1.6653
H -0.0296 -2.7941 -1.3475
H 0.8613 -2.7752 0.0928
H 2.4267 -0.6558 0.3725
H 2.6251 2.0366 0.2267
H 0.9418 3.2884 -0.7304
H -0.8938 2.1006 -2.1987
H -1.0828 -0.4430 -1.8901
C -2.0303 0.0614 2.2385
C -2.2809 -1.3877 2.3725
H -1.4524 0.2088 1.3796
H -2.9928 0.5964 2.1892
H -1.5283 0.4304 3.0520
H -2.0625 -2.0179 1.4623
H -1.4354 -1.8979 3.0510
H -3.2854 -1.6685 2.6641

Its LUMO energy is 0.96 eV. Its energy above the lowest of the compared OMol25 structures with the same formula, charge and spin is 208.1 kJ/mol. For the orbital gap, the calculation gives 10.036 eV. Its total charge is 0.

Quick look at the Löwdin charges, all values in e:
1. C -0.103
2. C -0.341
3. C -0.040
4. C -0.089
5. C -0.112
6. C -0.101
7. C -0.079
8. H 0.118
9. H 0.098
10. H 0.098
11. H 0.106
12. H 0.112
13. H 0.090
14. H 0.146
15. H 0.097
16. C -0.174
17. C -0.194
18. H 0.030
19. H 0.084
20. H 0.036
21. H 0.062
22. H 0.107
23. H 0.050

Density functional theory data (the ωB97M-V functional and the def2-TZVPD basis) for a cluster of 2 separate species, C9H14 in total at a distorted geometry.

Geometry (Å):
C -3.0221 -1.0701 0.0114
C -2.0216 -0.0445 -0.4064
C -0.7060 -0.3896 -0.7255
C 0.1868 0.5833 -1.1521
C -0.1150 1.9331 -1.0882
C -1.3408 2.2973 -0.5657
C -2.3014 1.3229 -0.2997
H -2.5636 -2.0478 0.1792
H -3.7448 -1.3350 -0.7708
H -3.5895 -0.7728 0.8889
H -0.4356 -1.4397 -0.7429
H 1.2059 0.2971 -1.3764
H 0.6433 2.6723 -1.3058
H -1.5505 3.3481 -0.4270
H -3.3235 1.6921 -0.2724
C 2.9717 -1.6735 1.1083
C 2.7145 -0.1335 0.9089
H 3.4276 -1.7512 2.0881
H 2.0334 -2.1870 0.9431
H 3.6687 -2.0391 0.3597
H 3.2292 0.4008 0.1093
H 2.9806 0.3617 1.8399
H 1.6527 -0.0247 0.6962

Its LUMO energy is 1.03 eV. Its energy above the lowest of the compared OMol25 structures with the same formula, charge and spin is 68.1 kJ/mol. For the orbital gap, the calculation gives 10.072 eV. Its total charge is 0.

Quick look at the Löwdin charges, all values in e:
1. C -0.061
2. C -0.277
3. C -0.057
4. C -0.117
5. C -0.093
6. C -0.090
7. C -0.055
8. H 0.074
9. H 0.083
10. H 0.078
11. H 0.109
12. H 0.092
13. H 0.102
14. H 0.099
15. H 0.112
16. C -0.137
17. C -0.156
18. H 0.054
19. H 0.050
20. H 0.053
21. H 0.060
22. H 0.057
23. H 0.021

Density functional theory data (the ωB97M-V functional and the def2-TZVPD basis) for a cluster of 2 separate species, C9H14 in total at a distorted geometry.

Geometry (Å):
C -0.2776 -1.5867 -1.6502
C 0.6008 -0.8495 -0.6424
C 1.1388 0.3878 -0.9797
C 1.9322 1.0212 -0.0219
C 2.4107 0.3892 1.1235
C 2.1066 -0.9786 1.2543
C 1.1374 -1.5687 0.4647
H 0.1021 -1.1074 -2.5768
H -1.2811 -1.2483 -1.3734
H -0.2091 -2.6530 -1.7737
H 0.9684 0.9502 -1.8816
H 2.3484 2.0278 -0.3005
H 3.0052 0.8594 1.8821
H 2.7075 -1.5800 1.9277
H 0.8542 -2.6063 0.5907
C -2.4551 0.9534 -0.2294
C -2.0467 1.1520 1.2127
H -1.6909 1.4693 -0.8658
H -2.2327 0.0224 -0.7146
H -3.4202 1.4291 -0.3931
H -1.5556 2.1113 1.3864
H -1.3202 0.3611 1.5742
H -2.8233 1.0441 1.9869

Its LUMO energy is 1.01 eV. Its energy above the lowest of the compared OMol25 structures with the same formula, charge and spin is 118.2 kJ/mol. For the orbital gap, the calculation gives 9.968 eV. Its total charge is 0.

Quick look at the Löwdin charges, all values in e:
1. C -0.039
2. C -0.280
3. C -0.077
4. C -0.101
5. C -0.089
6. C -0.097
7. C -0.050
8. H 0.087
9. H 0.048
10. H 0.072
11. H 0.108
12. H 0.116
13. H 0.092
14. H 0.100
15. H 0.106
16. C -0.165
17. C -0.175
18. H 0.072
19. H 0.012
20. H 0.068
21. H 0.060
22. H 0.073
23. H 0.060

Density functional theory data (the ωB97M-V functional and the def2-TZVPD basis) for a cluster of 2 separate species, C9H14 in total at a distorted geometry.

Geometry (Å):
C -1.1148 2.6102 0.0145
C -1.1797 1.1122 0.1055
C -0.5288 0.3390 1.0354
C -0.5365 -1.0551 1.0967
C -1.2679 -1.7187 0.0903
C -2.1012 -0.9534 -0.7392
C -2.0072 0.4337 -0.7930
H -0.7961 3.0884 0.9381
H -1.9468 3.0289 -0.5261
H -0.2275 2.8192 -0.6200
H 0.0883 0.7983 1.8089
H 0.3573 -1.4835 1.5353
H -1.3565 -2.7960 0.1403
H -2.6093 -1.4979 -1.5258
H -2.4725 0.9571 -1.6163
C 3.2452 -1.1343 -0.7268
C 3.6262 0.0991 0.1198
H 2.4794 -0.9769 -1.4697
H 4.1497 -1.6702 -0.9829
H 2.7862 -1.7696 0.0579
H 4.0250 -0.1071 1.0969
H 2.8224 0.8358 0.1457
H 4.4028 0.6051 -0.4650

Its LUMO energy is 0.98 eV. Its energy above the lowest of the compared OMol25 structures with the same formula, charge and spin is 98.9 kJ/mol. For the orbital gap, the calculation gives 9.996 eV. Its total charge is 0.

Quick look at the Löwdin charges, all values in e:
1. C -0.049
2. C -0.291
3. C -0.082
4. C -0.084
5. C -0.089
6. C -0.091
7. C -0.056
8. H 0.077
9. H 0.070
10. H 0.089
11. H 0.110
12. H 0.097
13. H 0.094
14. H 0.097
15. H 0.108
16. C -0.159
17. C -0.172
18. H 0.059
19. H 0.056
20. H 0.054
21. H 0.056
22. H 0.051
23. H 0.055